# 1
A cluster of 2 separate species, C5H14 in total in a non-equilibrium geometry, computed with ωB97M-V/def2-TZVPD.

XYZ file:
```
19
Properties=species:S:1:pos:R:3:forces:R:3
C 1.49855 0.87578 -1.69279 -0.99 -0.19 -0.60
C -0.82192 -2.94008 1.17795 -0.26 0.19 0.00
C -0.06169 2.01436 0.04501 -0.11 -0.39 0.12
C 0.50509 2.00333 -1.37780 0.55 0.30 0.30
C -1.00316 -1.44749 1.49910 0.69 -0.26 0.57
H -1.03125 1.51418 0.08501 -0.09 0.06 -0.05
H -0.35368 -3.47641 2.00637 -0.09 -0.01 0.03
H 1.04465 2.93689 -1.54144 -0.01 0.19 -0.06
H -0.18037 -3.08879 0.32054 0.16 0.00 -0.37
H -0.14642 -0.86482 1.15624 -0.18 0.00 -0.42
H -1.77804 -3.41783 0.94245 0.07 -0.05 0.16
H -0.30593 2.01406 -2.10544 -0.08 -0.14 0.00
H 2.51808 1.08491 -1.37628 0.00 0.01 0.16
H 1.46277 0.71834 -2.77941 0.43 0.01 0.02
H -0.17028 3.02047 0.44731 -0.10 0.17 -0.02
H 1.15363 -0.07295 -1.28191 0.15 -0.04 0.22
H -1.93535 -1.01877 1.13921 0.04 0.04 -0.14
H -0.93924 -1.30789 2.57973 -0.44 0.04 0.18
H 0.54456 1.45271 0.75618 0.28 0.08 -0.10
```
Forces are in eV/Å.

Expectation value of S²: 0.7503
Total charge: -1
E (hartree): -198.82287
Energy above the lowest of the compared OMol25 structures with the same formula, charge and spin (kcal per mole): 6.1
HOMO (spin up / spin down) (eV): 1.547 / -7.776
Multiplicity: 2

Mulliken atomic charge list, values in e, 5 entries: C -2.440; C -1.761; C -1.338; C -0.484; C -1.169


# 2
A cluster of 2 separate species, C5H14 in total in a non-equilibrium geometry, computed with ωB97M-V/def2-TZVPD.

XYZ file:
```
19
Properties=species:S:1:pos:R:3:forces:R:3
C 1.00567 -1.49514 -1.86550 -1.90 -2.55 -0.62
C -0.26469 1.51454 0.56085 0.72 -1.79 -0.38
C -0.43011 0.66719 2.97657 0.42 1.63 0.47
C -0.32342 0.28572 1.49613 -0.22 0.31 -0.19
C -0.03614 -0.78627 -2.72733 0.68 0.39 -0.49
H 0.68069 -2.60769 -1.96367 0.83 1.46 0.75
H 0.52753 0.30502 3.41360 -1.20 -0.31 0.74
H 0.52984 2.14832 0.94692 -0.25 0.58 -0.19
H -0.41728 -1.43682 -3.48618 -0.73 -0.93 -0.15
H -0.44194 1.76557 3.29644 0.27 -0.96 -1.19
H -0.83988 -0.47637 -2.03004 0.29 0.64 -1.07
H 0.49031 -0.11023 -3.44560 -0.80 0.81 1.24
H 0.84124 -1.18858 -0.82690 0.93 -0.10 -0.30
H -1.25563 1.94277 0.46200 0.03 0.55 0.17
H 0.61438 -0.34471 1.39481 -1.31 0.50 -0.26
H -1.43157 0.39638 3.33432 0.61 -0.88 0.65
H 0.03898 1.14148 -0.44035 -0.13 0.43 0.31
H 1.96978 -1.44024 -2.33972 0.68 0.24 0.57
H -1.25775 -0.28093 1.24365 1.09 -0.03 -0.06
```
Forces are in eV/Å.

Expectation value of S²: 0.7504
Total charge: -1
E (hartree): -198.78481
Energy above the lowest of the compared OMol25 structures with the same formula, charge and spin (kcal per mole): 29.9
HOMO (spin up / spin down) (eV): 1.524 / -7.223
Multiplicity: 2

Mulliken atomic charge list, values in e, 5 entries: C 0.053; C -1.165; C -1.270; C -1.165; C -1.568